Density functional theory data (ωB97M-V/def2-TZVPD) for C51H50F9N6O3P2RuS as an isolated structure at a distorted geometry.

```
123
Properties=species:S:1:pos:R:3
Ru -0.2073 0.4346 -0.1668
C 0.6131 -3.0540 1.0595
N -0.5297 -3.3939 0.2695
C -0.9615 -4.7914 0.2552
C -2.3803 -4.7139 -0.2942
N -2.6467 -3.2713 -0.3089
C -3.8095 -2.7931 -1.0515
C -1.5621 -2.5447 0.0450
N -1.5423 -1.2199 0.1714
C -2.8443 -0.6581 0.6127
C -2.5311 0.6442 1.2646
N -2.0445 1.4949 0.1878
C -2.4382 2.7444 0.1195
N -1.7427 3.7382 -0.4932
C -0.3930 3.6477 -0.9491
C -2.3283 5.0527 -0.2377
C -3.6965 4.7014 0.3427
N -3.5970 3.2567 0.5899
C -4.8260 2.5270 0.8799
H 1.5117 -3.5116 0.6389
H 0.5091 -3.3961 2.0950
H 0.7201 -1.9843 1.0534
H -0.9420 -5.1938 1.2699
H -0.2992 -5.3986 -0.3617
H -3.1018 -5.2354 0.3303
H -2.4532 -5.1115 -1.3074
H -4.2678 -3.6571 -1.5273
H -3.5093 -2.0963 -1.8361
H -4.5584 -2.3294 -0.4167
H -3.3396 -1.3271 1.3178
H -3.5268 -0.4784 -0.2174
H -1.7073 0.4599 1.9671
H -3.3324 1.0286 1.8866
H -0.0947 2.5978 -0.9519
H 0.2947 4.2086 -0.3089
H -0.3124 4.0194 -1.9748
H -2.3959 5.6342 -1.1559
H -1.7122 5.6035 0.4762
H -4.5028 4.8948 -0.3660
H -3.9117 5.2389 1.2625
H -5.6585 3.1001 0.4737
H -4.9942 2.3997 1.9484
H -4.8234 1.5555 0.3908
O 0.3035 2.2304 1.5768
S 1.6091 1.9064 2.1562
O 2.5617 1.6358 0.8812
O 1.3628 0.3489 2.5661
C 2.4081 -0.6054 2.5017
C 2.8283 -1.2079 3.6586
C 3.7933 -2.2034 3.5484
C 4.2925 -2.5594 2.3022
C 3.8569 -1.9162 1.1496
C 2.8996 -0.9130 1.2344
P 2.1984 0.2202 0.0084
C 3.3674 0.3942 -1.4563
C 2.6324 -0.4604 -2.5051
C 1.9196 0.1466 -4.5367
C 2.3853 1.3641 -5.0928
C 2.6079 2.3593 -4.1183
C 3.2450 1.8197 -2.0260
C 4.7871 0.0219 -1.0530
C 5.5196 0.8933 -0.2561
C 6.8240 0.5821 0.1137
C 7.4076 -0.5972 -0.3192
C 6.6757 -1.4805 -1.1050
C 5.3714 -1.1716 -1.4591
H 2.4081 -0.9166 4.6127
H 4.1555 -2.6970 4.4406
H 5.0401 -3.3373 2.2235
H 4.2729 -2.2089 0.1973
H 2.2863 -1.4144 -2.1065
H 1.3253 -0.5004 -5.1793
H 2.6486 1.4807 -6.1457
H 2.5232 3.3895 -4.4577
H 3.3841 2.5975 -1.2798
H 5.0868 1.8279 0.0836
H 7.3823 1.2688 0.7369
H 8.4301 -0.8290 -0.0505
H 7.1219 -2.4085 -1.4407
H 4.8107 -1.8854 -2.0581
F -1.9178 -5.5392 -5.7384
C -0.8663 -5.4569 -4.9251
F 0.2369 -5.7287 -5.6347
F -0.9882 -6.4007 -3.9818
C -0.7545 -4.0842 -4.2977
C -0.0452 -3.9443 -3.1138
C 0.0801 -2.6918 -2.5380
C -0.4927 -1.5761 -3.1439
C -1.1980 -1.7233 -4.3393
C -1.3292 -2.9824 -4.9129
P -0.1920 0.0444 -2.4196
C 1.4817 0.4378 -3.0764
C 1.9191 1.9028 -2.8200
C 4.0789 2.1176 -3.3176
C 4.9892 1.0962 -3.9011
C 4.6182 -0.1388 -4.2017
C 3.2587 -0.6699 -3.9231
C 6.3960 1.5755 -4.1812
F 6.3532 2.5497 -5.1077
F 6.9246 2.0949 -3.0671
F 7.1840 0.6054 -4.6174
C -1.3493 1.1681 -3.2466
C -1.0179 1.9706 -4.3345
C -1.9619 2.7965 -4.9306
C -3.2570 2.8021 -4.4441
C -3.6145 1.9865 -3.3791
C -2.6657 1.1757 -2.7812
C -4.2953 3.7278 -5.0389
F -3.9088 4.2003 -6.2251
F -4.4947 4.7737 -4.2196
F -5.4637 3.1015 -5.1912
H 0.3979 -4.8141 -2.6444
H 0.6102 -2.5855 -1.6046
H -1.6664 -0.8711 -4.8182
H -1.8895 -3.1067 -5.8302
H 1.1441 2.5608 -2.4610
H 4.5885 3.0757 -3.2787
H 5.3333 -0.8081 -4.6645
H 3.1923 -1.6986 -4.2642
H -0.0131 1.9739 -4.7378
H -1.6973 3.4249 -5.7703
H -4.6371 1.9894 -3.0213
H -2.9420 0.5543 -1.9433
```

Computed properties:
E_LUMO (alpha / beta): -9.99 / -9.98 eV
charge: +3

Density functional theory data (ωB97M-V/def2-TZVPD) for C24H22Br2N4O8PtSSe as an isolated structure.

```
63
Properties=species:S:1:pos:R:3
Pt 0.2211 0.4161 0.1633
Br -3.9032 -4.4008 -3.0008
C -2.5778 -3.4724 -2.0328
C -2.4907 -3.6160 -0.6605
C -1.5027 -2.8970 -0.0021
N -0.6593 -2.0964 -0.6338
C -0.7576 -1.9623 -1.9444
C -1.7043 -2.6369 -2.7065
C 0.2446 -1.0500 -2.5466
C 0.5998 -1.1750 -3.8814
C 1.5769 -0.3514 -4.4074
Br 2.0700 -0.5167 -6.2114
C 2.1938 0.5817 -3.5947
C 1.7811 0.6659 -2.2822
N 0.8283 -0.1213 -1.7674
H -3.1724 -4.2519 -0.1158
H -1.3883 -2.9531 1.0739
H -1.7991 -2.5050 -3.7743
H 0.1415 -1.9336 -4.4961
H 2.9674 1.2396 -3.9606
H 2.2238 1.3754 -1.5989
O -0.2072 1.2123 2.0012
Se 0.1723 -0.2162 2.8132
O 0.0700 -0.4716 4.3692
O 0.4268 -1.3079 1.6016
O 1.9866 0.2749 2.8279
C -0.0251 2.1720 -0.5920
C -0.1779 3.2774 -1.0440
C -0.3666 4.5976 -1.5764
C -0.5893 5.6781 -0.7218
C -0.7632 6.9515 -1.2385
C -0.7169 7.1625 -2.6096
C -0.4968 6.0919 -3.4652
C -0.3231 4.8162 -2.9542
H -0.6225 5.5069 0.3459
H -0.9358 7.7831 -0.5678
H -0.8526 8.1584 -3.0105
H -0.4627 6.2509 -4.5352
H -0.1572 3.9768 -3.6170
C -3.4545 1.3133 2.0757
S -2.7753 -0.2051 1.4999
O -3.8389 -1.1399 1.2898
O -1.8653 -0.6732 2.6094
O -2.0233 0.1345 0.2744
H -4.0590 1.0969 2.9528
H -4.0665 1.7209 1.2743
H -2.6312 1.9821 2.3136
N 2.1506 0.7349 0.4858
C 2.5942 0.5692 1.6834
N 3.9679 0.7319 1.8519
C 4.4413 1.9397 2.5106
C 5.0001 2.9075 1.4797
O 6.0036 2.2815 0.6947
C 5.4738 1.1867 -0.0330
C 4.8950 0.1377 0.9045
H 5.2208 1.6808 3.2338
H 3.6142 2.3960 3.0550
H 5.4700 3.7647 1.9608
H 4.1882 3.2625 0.8297
H 6.2950 0.7781 -0.6223
H 4.6856 1.5416 -0.7109
H 5.7061 -0.3392 1.4639
H 4.3720 -0.6266 0.3320
```

Computed properties:
E_LUMO: -1.03 eV

Density functional theory data (ωB97M-V/def2-TZVPD) for C3H10N2S2 in the gas phase at a distorted geometry.

```
17
Properties=species:S:1:pos:R:3
N -1.1623 -0.5301 -2.2321
C -0.2861 0.4016 -1.5282
C -0.1443 0.1209 0.0086
N 0.1247 -1.2404 0.3812
C 0.8253 1.1273 0.5717
S 0.8135 1.4775 2.4098
S 0.9797 -0.3065 3.4113
H -1.8754 -0.8906 -1.6041
H -0.6932 -1.3858 -2.5062
H -0.7623 1.3763 -1.6048
H 0.6934 0.3728 -2.0027
H -1.1592 0.3652 0.3429
H 1.0354 -1.5506 0.0684
H -0.5924 -1.8599 0.0301
H 0.6510 2.1069 0.1142
H 1.8753 0.8695 0.4455
H -0.3232 -0.4542 3.6944
```

Computed properties:
SMILES: NC[C@@H](N)CSS
E_LUMO: 0.71 eV

Density functional theory data (ωB97M-V/def2-TZVPD) for a 2-piece molecular cluster, C4H12 overall at a distorted geometry.

```
16
Properties=species:S:1:pos:R:3
C -1.1360 -0.8649 1.7429
C -1.2769 -1.8255 0.5442
H -0.8235 -1.5054 2.6334
H -0.3210 -0.0700 1.5059
H -1.8822 -0.1685 1.9732
H -1.5989 -1.2538 -0.3893
H -2.1355 -2.5365 0.5730
H -0.2606 -2.2665 0.3236
C 0.8074 1.6289 -1.6687
C 1.6119 1.0171 -0.6042
H -0.3357 1.4418 -1.5756
H 0.9080 2.7890 -1.6789
H 1.1816 1.2027 -2.5659
H 2.6748 1.1031 -0.7546
H 1.3361 0.0087 -0.3978
H 1.2191 1.5220 0.2686
```

Computed properties:
SMILES: CC.CC
E_LUMO: 1.11 eV

Density functional theory data (ωB97M-V/def2-TZVPD) for C3H6N2O3 in the gas phase at a distorted geometry.

```
14
Properties=species:S:1:pos:R:3
C 2.7889 -0.1511 0.2890
O 1.6288 -1.2183 -0.2449
N 0.4642 -0.4862 -0.0382
C -0.0392 0.7783 -0.1984
O 0.7495 1.7170 -0.2804
C -1.4916 0.9624 0.2884
N -2.4198 0.1002 0.0956
O -2.0721 -1.2241 0.0043
H 3.6063 -0.7932 -0.1875
H 2.3608 1.0278 -0.0221
H 2.8835 -0.3213 1.5661
H -0.1467 -1.4031 0.1808
H -1.8905 2.0072 0.3918
H -3.1222 -1.5498 -0.4368
```

Computed properties:
SMILES: CONC(=O)/C=N\O
E_LUMO: 0.22 eV

Density functional theory data (ωB97M-V/def2-TZVPD) for a 2-piece molecular cluster, C2H7N3O2 overall.

```
14
Properties=species:S:1:pos:R:3
O -0.7167 -1.1597 0.8974
C -0.0442 -1.2672 1.9796
O 0.3161 -2.2912 2.5443
H 0.3015 -0.2921 2.3913
N 0.3833 2.0860 -2.0520
C 0.0707 1.0672 -1.2443
N -0.5594 1.2431 -0.1016
N 0.3516 -0.1909 -1.6157
H 0.4472 3.0258 -1.6485
H 1.0275 1.9024 -2.8287
H -0.7596 0.3701 0.4674
H -0.9382 2.1503 0.1039
H 1.1109 -0.3233 -2.2684
H 0.1967 -0.9024 -0.9056
```

Computed properties:
⟨S²⟩: 0.7504
2S+1: 2
E_LUMO (alpha / beta): 4.23 / 4.04 eV
charge: -1

Density functional theory data (ωB97M-V/def2-TZVPD) for C39H44BIrN4O2S2Se as an isolated structure.

```
94
Properties=species:S:1:pos:R:3
Ir 1.1191 -1.7888 0.1314
S -0.4524 -2.3870 1.6037
C -1.4038 -3.5832 0.7969
N -2.2839 -4.2876 1.4303
C -3.0461 -5.3318 0.7135
C -3.3505 -4.8619 -0.6804
N -2.1041 -4.4337 -1.3441
C -2.0070 -4.7583 -2.7938
C -1.9053 -6.2508 -2.9702
C -2.9233 -6.9424 -3.6159
C -2.8314 -8.3189 -3.7756
C -1.7298 -9.0014 -3.2825
C -0.7112 -8.3114 -2.6343
C -0.7964 -6.9378 -2.4802
C -1.1888 -3.8206 -0.6699
S 0.2713 -3.2539 -1.3889
C -2.4978 -4.2284 2.9025
C -2.2364 -5.5809 3.5080
C -3.2600 -6.2587 4.1583
C -3.0155 -7.5055 4.7191
C -1.7553 -8.0746 4.6192
C -0.7300 -7.3981 3.9663
C -0.9685 -6.1515 3.4141
H -3.9616 -5.5162 1.2715
H -2.4542 -6.2494 0.7195
H -4.0455 -4.0187 -0.6994
H -3.7642 -5.6807 -1.2658
H -1.1573 -4.2202 -3.2065
H -2.9194 -4.3700 -3.2490
H -3.7794 -6.4093 -4.0141
H -3.6175 -8.8544 -4.2900
H -1.6576 -10.0728 -3.4105
H 0.1535 -8.8456 -2.2646
H 0.0146 -6.4009 -1.9966
H -3.5356 -3.9245 3.0477
H -1.8549 -3.4517 3.3128
H -4.2436 -5.8113 4.2459
H -3.8087 -8.0277 5.2361
H -1.5655 -9.0445 5.0585
H 0.2552 -7.8398 3.9041
H -0.1586 -5.6145 2.9283
O -1.4336 -0.4359 -0.8055
B -0.1255 -0.2514 -0.4524
O 0.3220 1.0306 -0.5902
C -0.7958 1.7217 -1.0831
C -0.8996 3.0517 -1.4124
C -2.1444 3.4657 -1.8776
C -3.2111 2.5783 -2.0011
C -3.0869 1.2324 -1.6673
C -1.8522 0.8412 -1.2086
H -0.0693 3.7374 -1.3185
H -2.2863 4.5022 -2.1491
H -4.1608 2.9436 -2.3658
H -3.9126 0.5418 -1.7629
C 7.4404 -1.4863 0.1856
C 7.2266 -0.8168 -1.1679
C 6.1796 -1.5205 -2.0310
C 4.7731 -1.4785 -1.4501
N 4.2525 -0.1185 -1.1695
C 3.4925 0.1817 -0.0923
Se 3.0218 -1.0083 1.3110
N 3.2378 1.4916 -0.0582
C 2.6171 2.2484 1.0406
C 3.6349 2.9840 1.9068
C 4.6960 2.1107 2.5801
C 5.9029 1.7592 1.7097
C 3.8322 2.0736 -1.1556
C 3.8550 3.4110 -1.5623
C 4.5263 3.6829 -2.7269
C 5.1548 2.6590 -3.4700
C 5.1372 1.3456 -3.0718
C 4.4674 1.0566 -1.8752
H 8.2343 -0.9889 0.7405
H 7.7262 -2.5327 0.0669
H 6.5449 -1.4506 0.8152
H 8.1657 -0.8016 -1.7213
H 6.9533 0.2325 -1.0198
H 6.4216 -2.5852 -2.0961
H 6.1942 -1.1615 -3.0576
H 4.7920 -1.9841 -0.4858
H 4.0583 -1.9970 -2.0939
H 2.0400 1.5379 1.6325
H 1.9100 2.9389 0.5827
H 3.0459 3.4988 2.6685
H 4.1241 3.7661 1.3209
H 4.2278 1.2026 2.9811
H 5.0578 2.6504 3.4555
H 5.6976 0.9889 0.9612
H 6.7212 1.3856 2.3242
H 6.2699 2.6416 1.1820
H 3.3723 4.1901 -0.9894
H 4.5773 4.6999 -3.0904
H 5.6690 2.9212 -4.3845
H 5.6227 0.5904 -3.6668
```

Computed properties:
⟨S²⟩: 0.7617
2S+1: 2
E_LUMO (alpha / beta): -10.18 / -11.36 eV
charge: +3

Density functional theory data (ωB97M-V/def2-TZVPD) for C20H17IIrN3OS3 as an isolated structure.

```
46
Properties=species:S:1:pos:R:3
Ir 0.5459 0.5890 0.1724
N 2.5781 1.1166 -0.0731
C 3.7008 0.2613 0.2021
C 4.8665 0.8084 0.7109
C 5.9625 -0.0101 0.9225
C 5.8829 -1.3591 0.6122
C 4.7075 -1.8941 0.1183
C 3.5807 -1.0932 -0.0922
C 2.2946 -1.7308 -0.4546
C 2.3261 -2.8969 -1.2341
C 1.2438 -3.7460 -1.2880
C 0.1171 -3.4885 -0.5019
C 0.0501 -2.3224 0.2239
C 1.0629 -1.3375 0.1389
H 2.7152 2.0498 0.3138
H 2.5202 1.2692 -1.0868
H 4.9193 1.8679 0.9301
H 6.8753 0.4055 1.3260
H 6.7356 -2.0028 0.7788
H 4.6419 -2.9571 -0.0667
H 3.2353 -3.1500 -1.7634
H 1.2919 -4.6419 -1.8924
H -0.6982 -4.1990 -0.4680
H -0.8231 -2.1425 0.8387
S 0.5829 5.3217 -0.4044
C 0.3500 3.7590 -0.1728
N 0.1420 2.6146 0.0185
C -5.9732 2.2657 0.8266
O -5.0236 3.2970 1.1414
C -4.0337 3.5647 0.3219
S -2.9735 4.8150 0.6448
S -3.6252 2.8070 -1.1064
H -6.9607 2.7117 0.9063
H -5.8627 1.4763 1.5679
H -5.8125 1.8777 -0.1763
I -0.9179 0.5056 2.5448
C -2.1597 0.0088 0.9360
C -3.4307 -0.5102 0.9490
C -3.9793 -0.8328 -0.2877
C -3.2525 -0.6087 -1.4468
C -1.9813 -0.0725 -1.3571
N -1.4468 0.2119 -0.1662
H -3.9625 -0.6652 1.8765
H -4.9725 -1.2579 -0.3407
H -3.6631 -0.8383 -2.4190
H -1.3762 0.1531 -2.2237
```

Computed properties:
⟨S²⟩: 0.7562
2S+1: 2
E_LUMO (alpha / beta): -5.68 / -5.68 eV
charge: +1